{"formula": "C5H13NOS", "method": "the ωB97M-V functional and the def2-TZVPD basis", "species": ["C", "N", "C", "C", "C", "S", "C", "O", "H", "H", "H", "H", "H", "H", "H", "H", "H", "H", "H", "H", "H"], "coordinates": [[-1.2015, -0.6808, -1.9542], [-0.5615, 0.0812, -0.9139], [0.3238, -0.6024, -0.0992], [1.3677, 0.2128, 0.5738], [1.7110, -0.5527, -0.7577], [4.3013, -0.2278, 0.7435], [-2.4569, 0.7812, 1.7771], [-1.4542, 1.4498, 1.0608], [-1.9337, -0.0232, -2.4318], [-0.4972, -1.0110, -2.7254], [-1.8110, -1.5293, -1.6151], [-1.2080, 0.9932, 0.1904], [-0.0360, -1.5095, 0.3860], [1.1878, 1.2705, 0.4224], [1.5976, -0.0263, 1.5983], [2.4779, -1.3204, -0.5905], [1.9278, 0.0760, -1.6088], [4.4288, 0.8752, -0.0071], [-2.7082, 1.3459, 2.6751], [-3.3545, 0.6090, 1.1756], [-2.1009, -0.2115, 2.1008]], "mulliken_charge": [-0.931, -0.397, 0.125, -0.569, -0.884, -0.304, -0.590, -0.537, 0.346, 0.292, 0.363, 0.463, 0.490, 0.237, 0.380, 0.432, 0.236, 0.114, 0.247, 0.250, 0.236], "e_above_lowest_ev": 7.410, "lumo_energy_ev": -3.63, "gap_ev": 4.2, "energy_ev": -19761.6920}